ORCA calculation (ωB97M-V/def2-TZVPD) on a 14-piece molecular cluster, C15H58N26O14 overall at a distorted geometry.

The geometry in XYZ format:
```
113
Properties=species:S:1:pos:R:3:forces:R:3
C 4.3696 -1.5849 4.7030 -1.3162 -0.8567 -1.9668
O 4.7623 -1.8948 5.8050 0.4715 -0.5703 -0.0339
N 3.5793 -0.5339 4.4547 -0.7909 1.9751 -0.0790
N 4.5144 -2.2827 3.4842 1.3152 -1.2691 0.6680
H 3.0594 -0.1678 5.2139 -0.0900 0.4394 0.7137
H 3.1832 -0.2900 3.5489 0.2032 -0.5764 0.3017
H 4.6687 -3.2917 3.5783 0.1815 0.7519 -0.1004
H 3.9389 -2.0369 2.6820 0.1121 0.1412 0.5131
C -2.9382 -2.0991 2.6679 1.0689 1.2398 1.3590
O -3.3220 -2.9999 1.9718 -0.4761 -0.7069 -0.8852
N -3.7632 -1.3718 3.4798 -0.6169 0.3885 0.3627
N -1.6135 -1.7276 2.8246 -0.1240 -0.0737 -0.4889
H -4.7079 -1.6710 3.4707 -0.6963 -0.1487 0.0888
H -3.5331 -0.6340 4.1443 0.2866 -0.6543 -0.6507
H -1.0957 -1.7731 1.9710 0.4858 -0.5386 -0.5240
H -1.4904 -0.7918 3.1480 0.1211 0.5038 0.5305
C 2.0562 -4.6259 3.1493 -0.4101 -0.3354 0.0497
O 1.7592 -5.4376 2.2820 0.5242 -0.0204 0.1710
N 3.0904 -4.8929 4.1081 -1.5803 1.2681 -1.9364
N 1.3499 -3.4356 3.2424 0.6210 0.5850 -0.0731
H 3.2816 -5.8329 4.3587 -0.1663 -0.7783 -0.1768
H 3.0990 -4.2611 4.8635 0.1370 0.6302 1.0749
H 0.8183 -3.0446 2.4222 0.9532 -1.0535 1.2062
H 1.6526 -2.7110 3.8942 -0.1413 -0.3491 -0.2931
C -3.7027 1.8187 -4.4081 -0.0070 -0.8993 1.2837
O -4.6949 1.1919 -4.8176 1.3332 1.7244 -0.0887
N -2.8976 1.3175 -3.4347 0.6823 -0.1597 -0.0619
N -3.2594 3.1142 -4.7014 -0.6102 -0.1155 -0.5185
H -3.1775 0.6010 -2.8047 -0.5776 -0.8572 0.2807
H -2.0244 1.7555 -3.1963 -0.0154 0.3224 -0.0058
H -3.3661 3.3850 -5.6572 -0.1203 0.2999 -0.3325
H -2.4048 3.4370 -4.2402 -0.3680 -0.4040 -0.3485
C 2.8383 1.2928 -2.6050 1.0328 0.3792 -0.3251
O 2.5968 1.6277 -1.4312 -0.1600 -0.4357 -0.7914
N 3.7814 0.2429 -2.8830 -1.8840 1.4970 1.4197
N 2.2794 2.0484 -3.6375 2.3534 -2.8028 -0.0552
H 3.9479 -0.2765 -1.9956 -0.1514 0.5617 -1.0554
H 3.4875 -0.3702 -3.6301 0.0720 -0.3514 -0.5842
H 2.7370 2.0990 -4.5480 -0.4240 -0.2064 0.5606
H 1.6166 2.7175 -3.3781 -1.1829 1.1527 0.3600
C -3.0335 -2.1369 -1.9328 -0.6297 2.4402 -0.8153
O -3.4590 -1.0088 -1.5647 0.5920 -1.8901 -0.2636
N -2.4246 -2.2155 -3.2151 -0.5548 0.3648 0.5074
N -3.1697 -3.2522 -1.1973 1.2308 -1.4898 -1.4062
H -2.2184 -3.1434 -3.5293 -0.0064 -0.4052 -0.1822
H -2.8622 -1.6061 -3.9297 0.3382 -0.5360 0.9358
H -2.6697 -4.1409 -1.4477 -0.6003 1.5904 0.2900
H -3.4864 -3.1511 -0.2651 -0.1878 0.1759 1.0272
C 0.6061 1.3051 3.7332 -0.6751 -1.6960 0.5463
O 0.9029 0.1193 3.6404 0.0487 -0.2528 -0.1320
N -0.4434 1.7325 4.4922 1.2051 1.9311 -1.5395
N 1.2236 2.3037 3.1217 1.8819 -0.1794 -1.2281
H -0.9494 1.0828 4.9660 -1.3459 -1.8991 1.8236
H -0.2892 2.6474 4.8515 -0.5786 0.4449 0.5350
H 0.6297 3.0640 2.8971 -0.2417 1.2201 -0.5860
H 1.8428 1.9787 2.3728 -0.2381 0.4458 0.4060
C -0.2019 4.1811 -1.7912 -0.3245 -0.1339 -2.4619
O -0.4922 3.4602 -2.7758 0.1260 0.1183 0.9281
N 0.7158 3.8088 -0.8748 -0.2822 0.1925 -0.3088
N -0.7307 5.4653 -1.7602 1.3149 -0.4559 1.5470
H 1.3641 3.0319 -1.0338 -0.4984 0.0522 -0.2218
H 0.9847 4.4680 -0.1859 0.1012 0.3787 0.7948
H -1.5349 5.7306 -2.2800 -0.3618 -0.4117 -0.4361
H -0.5468 6.0180 -0.9390 -0.1105 0.0635 0.0049
C -5.1038 2.4484 -0.7520 -1.6217 -0.8487 -3.3650
O -4.2702 2.9641 -0.0825 1.8529 1.2536 1.8598
N -5.3229 2.8188 -2.0906 -0.8970 -0.7202 1.2699
N -5.9168 1.4149 -0.3364 -0.3693 0.0476 -0.4670
H -4.8500 3.5977 -2.5147 0.0616 -0.1053 0.1981
H -6.0993 2.3928 -2.5910 0.5923 0.3440 0.0224
H -5.5620 0.8444 0.4083 0.1923 0.0235 0.1377
H -6.3708 0.8858 -1.0741 0.2395 0.0749 0.3251
C 0.2770 -4.9269 -1.6026 -0.4855 2.0543 2.6480
O -0.5922 -4.4807 -2.3521 -0.3674 0.4825 -0.0801
N 0.9035 -6.0514 -1.9872 0.8762 -1.0121 0.1564
N 0.5936 -4.3517 -0.3492 0.4669 -2.5768 -1.7221
H 1.6323 -6.5776 -1.5157 -0.4158 0.5839 0.2074
H 0.3191 -6.5569 -2.6161 0.0600 -0.4148 -0.4880
H 0.9992 -4.9866 0.3398 0.0519 0.4634 -0.0932
H 0.3472 -3.4479 0.0070 -0.2959 0.2510 -0.5284
C 4.3968 0.7436 1.4517 1.9423 -0.4867 0.2740
O 3.6097 -0.1959 1.3775 -0.8536 -0.1768 -0.1581
N 4.2339 1.8973 0.7661 -1.3456 -0.5801 -0.5064
N 5.5800 0.5449 2.1559 -0.9653 0.7265 -0.6768
H 3.6676 1.7518 -0.0943 0.2010 0.4479 0.6963
H 4.9202 2.6106 0.7539 0.6974 0.2822 0.0375
H 6.0752 1.3266 2.5520 0.0090 -0.1174 0.0297
H 5.5407 -0.3179 2.6614 0.3164 -0.2351 0.5083
C -1.1858 4.9858 1.7376 0.7626 -0.0974 -0.5651
O -0.0281 4.6322 1.9313 1.0657 -0.2548 0.6770
N -1.6088 6.1980 2.1233 0.7806 1.3810 0.6926
N -2.0305 4.2463 1.0399 -1.1162 0.1953 -0.1203
H -2.5587 6.4613 1.9701 -0.1431 0.4935 0.1443
H -0.8723 6.8330 2.4782 -1.2498 -0.6412 -0.3547
H -2.9264 4.5817 0.7491 -0.3706 -0.2942 -0.0583
H -1.8132 3.3022 0.8526 0.1789 -0.8318 -0.2946
C 1.4770 -2.0584 -4.6114 1.9661 -0.1738 -0.3979
O 2.6363 -1.8318 -5.0760 -2.2390 0.4762 1.2054
N 1.0188 -3.2990 -4.4440 0.5368 -1.5764 -0.7285
N 0.5609 -1.1568 -4.1815 0.5463 2.2685 0.1149
H 1.6282 -4.0956 -4.5528 -0.0005 0.3613 -0.1634
H 0.1813 -3.4577 -3.9441 -0.6456 -0.3224 0.6416
H 0.9374 -0.1975 -4.0344 -1.0128 -1.1223 -0.2979
H -0.3724 -1.4378 -3.8416 0.9070 0.4104 -0.0744
C -0.5250 0.1417 0.0157 0.1679 0.1820 -0.0297
C 0.5431 -0.9026 -0.3491 -0.5635 0.8007 -0.4401
O 0.9751 -1.6208 0.7776 -0.3934 -1.0672 0.2336
H -0.4000 0.6794 0.9627 0.3622 -0.4009 0.0531
H -1.5294 -0.2745 -0.0272 -0.0620 -0.1834 0.1911
H -0.5127 0.9090 -0.7298 -0.0404 0.6272 -0.7136
H 1.3752 -0.5042 -0.9585 -0.2026 0.0866 0.6983
H 0.0225 -1.5769 -1.0310 0.1502 -0.4655 0.0355
H 1.7653 -1.2574 1.1762 0.4235 0.6221 -0.0671
```
Forces are in eV/Å.

highest occupied orbital energy	-9.31	eV
maximum force	3.83	eV/Å
ΔE to the lowest compared entry with this formula, charge and spin	1.9	kcal per mole
E_LUMO	0.153	eV
energy	-3083.94978	hartree
HOMO-LUMO gap	9.5	eV

Löwdin population analysis, charges in e, atoms 1 to 99: number 1, C, carries -0.69; number 2, O, carries 0.04; number 3, N, carries 0.15; number 4, N, carries 0.12; number 5, H, carries 0.09; number 6, H, carries 0.05; number 7, H, carries 0.08; number 8, H, carries 0.07; number 9, C, carries -0.66; number 10, O, carries 0.05; number 11, N, carries 0.15; number 12, N, carries 0.17; number 13, H, carries 0.09; number 14, H, carries 0.10; number 15, H, carries 0.06; number 16, H, carries 0.06; number 17, C, carries -0.59; number 18, O, carries 0.00; number 19, N, carries 0.14; number 20, N, carries 0.17; number 21, H, carries 0.09; number 22, H, carries 0.06; number 23, H, carries 0.09; number 24, H, carries 0.09; number 25, C, carries -0.66; number 26, O, carries -0.01; number 27, N, carries 0.16; number 28, N, carries 0.13; number 29, H, carries 0.04; number 30, H, carries 0.06; number 31, H, carries 0.08; number 32, H, carries 0.07; number 33, C, carries -0.54; number 34, O, carries -0.06; number 35, N, carries 0.17; number 36, N, carries 0.19; number 37, H, carries 0.12; number 38, H, carries 0.05; number 39, H, carries 0.12; number 40, H, carries 0.04; number 41, C, carries -0.60; number 42, O, carries -0.05; number 43, N, carries 0.13; number 44, N, carries 0.19; number 45, H, carries 0.06; number 46, H, carries 0.12; number 47, H, carries 0.12; number 48, H, carries 0.06; number 49, C, carries -0.69; number 50, O, carries 0.00; number 51, N, carries 0.18; number 52, N, carries 0.19; number 53, H, carries 0.06; number 54, H, carries 0.10; number 55, H, carries 0.04; number 56, H, carries 0.11; number 57, C, carries -0.62; number 58, O, carries -0.05; number 59, N, carries 0.20; number 60, N, carries 0.16; number 61, H, carries 0.07; number 62, H, carries 0.08; number 63, H, carries 0.09; number 64, H, carries 0.08; number 65, C, carries -0.66; number 66, O, carries 0.04; number 67, N, carries 0.15; number 68, N, carries 0.15; number 69, H, carries 0.08; number 70, H, carries 0.10; number 71, H, carries 0.09; number 72, H, carries 0.10; number 73, C, carries -0.62; number 74, O, carries -0.05; number 75, N, carries 0.16; number 76, N, carries 0.19; number 77, H, carries 0.12; number 78, H, carries 0.10; number 79, H, carries 0.06; number 80, H, carries 0.05; number 81, C, carries -0.64; number 82, O, carries -0.01; number 83, N, carries 0.17; number 84, N, carries 0.17; number 85, H, carries 0.06; number 86, H, carries 0.09; number 87, H, carries 0.10; number 88, H, carries 0.06; number 89, C, carries -0.72; number 90, O, carries -0.03; number 91, N, carries 0.16; number 92, N, carries 0.20; number 93, H, carries 0.10; number 94, H, carries 0.13; number 95, H, carries 0.08; number 96, H, carries 0.09; number 97, C, carries -0.66; number 98, O, carries -0.05; number 99, N, carries 0.17